[1]
C26H20N4O3S2 in the gas phase. Source: OMol25; level of theory: ωB97M-V/def2-TZVPD.

```
55
Properties=species:S:1:pos:R:3
N 2.012 6.080 0.077
C 2.225 4.953 0.079
C 2.535 3.574 0.084
C 3.530 3.096 0.940
C 3.841 1.753 0.954
C 3.166 0.867 0.114
C 3.421 -0.568 0.148
C 4.528 -1.212 0.623
S 4.347 -2.923 0.518
C 2.744 -2.640 -0.172
N 1.930 -3.696 -0.477
C 0.581 -3.646 -0.774
O -0.009 -4.648 -1.094
C -0.026 -2.288 -0.650
C -0.372 -1.582 -1.795
C -0.848 -0.286 -1.681
C -0.983 0.279 -0.430
S -1.525 1.989 -0.288
O -1.329 2.622 -1.560
O -0.884 2.543 0.867
N -3.159 1.999 0.012
C -4.033 1.656 -1.083
C -4.138 0.143 -1.320
C -3.922 -0.678 -0.075
C -3.944 -2.066 -0.170
C -3.743 -2.859 0.942
C -3.523 -2.270 2.177
C -3.484 -0.893 2.281
C -3.671 -0.090 1.162
C -3.558 1.407 1.267
C -0.668 -0.425 0.716
C -0.200 -1.720 0.608
N 2.445 -1.405 -0.309
C 2.183 1.356 -0.748
C 1.862 2.697 -0.768
H 4.045 3.784 1.595
H 4.595 1.385 1.634
H 5.437 -0.798 1.006
H 2.349 -4.619 -0.492
H -0.238 -2.035 -2.765
H -1.075 0.311 -2.551
H -3.641 2.163 -1.965
H -5.018 2.073 -0.848
H -5.125 -0.088 -1.731
H -3.402 -0.173 -2.064
H -4.120 -2.523 -1.133
H -3.757 -3.934 0.846
H -3.373 -2.883 3.052
H -3.299 -0.425 3.237
H -2.810 1.696 2.007
H -4.519 1.847 1.562
H -0.758 0.061 1.674
H 0.058 -2.280 1.494
H 1.675 0.663 -1.399
H 1.087 3.067 -1.421
```

Calculated values
Kohn-Sham gap = 8.4574 eV
SMILES = N#Cc1ccc(-c2csc(NC(=O)c3ccc(S(=O)(=O)N4CCc5ccccc5C4)cc3)n2)cc1
Total energy = -2243.926463 Ha

***

[2]
A molecular structure, C28H42I2N12OSTi. Source: OMol25; level of theory: ωB97M-V/def2-TZVPD.

```
87
Properties=species:S:1:pos:R:3
Ti 0.089 -0.146 -0.540
N -1.680 2.679 0.648
C -2.408 1.804 -0.059
N -3.694 2.062 -0.172
C -4.412 1.146 -0.842
N -5.730 1.351 -0.920
N -3.916 0.055 -1.437
C -2.609 -0.098 -1.331
N -1.779 0.709 -0.586
C -1.968 -1.138 -2.095
C -2.695 -2.064 -2.853
C -2.038 -2.949 -3.661
C -0.618 -2.891 -3.728
C 0.051 -1.996 -2.964
N -0.577 -1.111 -2.117
H -2.138 3.518 0.957
H -0.693 2.563 0.762
H -6.120 2.199 -0.551
H -6.288 0.743 -1.493
H -3.776 -2.028 -2.799
H -2.588 -3.663 -4.263
H -0.061 -3.549 -4.384
H 1.130 -1.938 -2.996
C -0.457 -4.931 -0.535
N -1.270 -4.012 0.265
C -2.664 -4.396 0.530
C -3.274 -3.128 1.127
N -2.181 -2.160 1.053
C -2.224 -1.028 1.962
C -1.043 -2.723 0.571
N 0.073 -2.011 0.457
C 1.356 -2.670 0.150
C 2.467 -1.644 0.322
N 2.164 -0.504 -0.551
C 2.976 0.522 -0.718
N 2.684 1.417 -1.730
C 2.455 0.857 -3.075
C 3.639 2.540 -1.677
C 4.688 2.097 -0.661
N 4.064 0.923 -0.046
C 4.805 0.280 1.034
H -1.073 -5.799 -0.750
H 0.421 -5.278 0.001
H -0.166 -4.491 -1.482
H -2.699 -5.243 1.210
H -3.149 -4.682 -0.402
H -3.580 -3.268 2.165
H -4.135 -2.771 0.563
H -3.124 -0.444 1.769
H -1.361 -0.391 1.818
H -2.251 -1.372 3.001
H 1.400 -3.045 -0.870
H 1.548 -3.501 0.828
H 3.417 -2.110 0.058
H 2.500 -1.370 1.376
H 1.614 0.179 -3.076
H 3.345 0.340 -3.448
H 2.218 1.675 -3.749
H 3.128 3.446 -1.361
H 4.065 2.721 -2.659
H 4.881 2.856 0.097
H 5.643 1.823 -1.113
H 5.061 1.030 1.783
H 5.732 -0.146 0.650
H 4.233 -0.500 1.515
I -1.060 0.899 -5.303
C -1.036 2.911 -4.663
I -0.297 3.190 -2.687
H -2.051 3.283 -4.672
H -0.394 3.475 -5.323
C 0.963 -0.248 3.595
S 1.487 0.987 2.420
O 0.475 0.860 1.271
C 1.061 2.459 3.294
C -0.269 2.742 3.591
C -0.559 3.905 4.283
C 0.470 4.765 4.666
C 1.790 4.472 4.356
C 2.095 3.309 3.661
H 0.056 0.083 4.095
H 1.774 -0.372 4.316
H 0.795 -1.170 3.038
H -1.064 2.074 3.277
H -1.587 4.143 4.527
H 0.238 5.670 5.215
H 2.583 5.151 4.646
H 3.126 3.064 3.420
```

Calculated values
Kohn-Sham gap (spin up / spin down) = 5.9359 / 8.4237 eV
Multiplicity = 3
Energy relative to the best compared isomer or geometry (same formula, charge and spin) = 36.3 kJ/mol
⟨S²⟩ = 2.019
Total energy = -3667.197003 Ha
Total charge = +2

***

[3]
14 unconnected molecules or ions with the total composition C46H129N9O14. Source: OMol25; level of theory: ωB97M-V/def2-TZVPD.

```
198
Properties=species:S:1:pos:R:3
C -0.815 5.588 -4.418
C -1.029 4.155 -4.929
C -1.609 4.064 -6.338
O -1.808 2.674 -6.560
C -2.378 2.357 -7.798
N 0.331 3.567 -4.954
H -0.037 6.092 -4.989
H -0.668 5.619 -3.342
H -1.688 6.204 -4.671
H -1.640 3.550 -4.253
H -0.918 4.501 -7.064
H -2.601 4.525 -6.341
H -3.470 2.496 -7.818
H -2.233 1.294 -7.989
H -1.997 2.991 -8.606
H 0.570 3.310 -4.000
H 0.364 2.663 -5.426
C 0.830 -0.254 3.165
C 1.541 0.329 4.391
C 0.970 -0.251 5.692
O 1.651 0.014 6.902
C 1.611 1.364 7.271
N 2.954 -0.038 4.254
H 0.700 -1.326 3.356
H 1.265 -0.079 2.188
H -0.210 0.105 3.160
H 1.356 1.414 4.413
H 0.916 -1.339 5.583
H -0.067 0.078 5.859
H 0.639 1.686 7.667
H 1.928 2.102 6.527
H 2.329 1.458 8.092
H 3.329 0.630 3.568
H 3.487 0.230 5.084
C -1.142 -6.219 2.915
C -0.761 -4.749 2.889
C -1.602 -3.948 3.892
O -1.311 -2.583 3.566
C -2.167 -1.646 4.157
N 0.683 -4.660 3.090
H -0.901 -6.688 3.875
H -0.606 -6.680 2.090
H -2.228 -6.356 2.910
H -1.037 -4.334 1.915
H -1.221 -4.095 4.908
H -2.666 -4.161 3.769
H -2.475 -1.948 5.167
H -3.124 -1.521 3.631
H -1.651 -0.691 4.250
H 0.823 -4.891 4.075
H 0.886 -3.659 3.046
C -3.274 2.520 0.217
C -3.721 1.752 1.448
C -4.856 0.788 1.006
O -5.200 -0.073 2.089
C -6.411 0.319 2.744
N -2.595 1.063 2.081
H -4.150 2.948 -0.274
H -2.731 1.895 -0.496
H -2.593 3.349 0.428
H -4.038 2.467 2.212
H -4.452 0.100 0.260
H -5.641 1.371 0.520
H -6.668 -0.402 3.517
H -7.175 0.259 1.963
H -6.360 1.330 3.150
H -2.149 0.425 1.423
H -2.969 0.441 2.792
C 1.520 2.534 -1.586
C 0.378 2.023 -0.715
C 0.409 0.493 -0.671
O -0.725 0.005 0.001
C -0.469 -1.351 0.358
N 0.544 2.578 0.645
H 1.382 2.036 -2.550
H 2.523 2.336 -1.219
H 1.363 3.609 -1.689
H -0.582 2.370 -1.116
H 1.367 0.249 -0.190
H 0.495 0.071 -1.679
H -1.331 -1.750 0.895
H 0.334 -1.460 1.096
H -0.232 -1.963 -0.512
H -0.083 2.112 1.297
H 0.324 3.565 0.590
C 4.940 3.103 3.303
C 3.669 3.207 2.468
C 3.730 4.347 1.443
O 4.111 5.590 1.981
C 4.451 6.564 1.053
N 3.382 1.924 1.803
H 5.750 2.644 2.734
H 4.782 2.450 4.167
H 5.179 4.065 3.756
H 2.839 3.388 3.157
H 2.774 4.432 0.917
H 4.537 4.065 0.744
H 4.531 7.570 1.472
H 3.612 6.716 0.357
H 5.382 6.397 0.503
H 2.428 2.017 1.446
H 4.088 1.773 1.091
C -3.213 -3.415 -4.227
C -1.757 -3.117 -3.802
C -1.274 -1.687 -4.145
O -2.205 -0.765 -3.610
C -1.832 0.565 -3.920
N -1.749 -3.229 -2.318
H -3.488 -3.098 -5.235
H -3.909 -2.871 -3.584
H -3.415 -4.464 -4.000
H -1.126 -3.859 -4.296
H -1.298 -1.641 -5.238
H -0.282 -1.536 -3.711
H -2.112 0.870 -4.930
H -0.786 0.829 -3.736
H -2.393 1.190 -3.218
H -2.587 -3.672 -1.967
H -1.795 -2.284 -1.952
C 4.123 -4.861 3.830
C 5.088 -3.689 3.829
C 4.574 -2.459 3.099
O 4.635 -2.602 1.704
C 4.112 -1.604 0.859
N 5.459 -3.356 5.217
H 3.815 -5.068 2.799
H 3.165 -4.636 4.299
H 4.574 -5.788 4.175
H 6.053 -3.944 3.384
H 5.085 -1.531 3.395
H 3.539 -2.259 3.424
H 3.228 -1.138 1.300
H 3.857 -2.163 -0.043
H 4.915 -0.927 0.544
H 5.992 -2.481 5.179
H 4.689 -2.946 5.756
C -3.576 -3.639 0.746
C -4.967 -3.709 0.141
C -6.001 -3.416 1.256
O -7.284 -3.675 0.736
C -8.276 -3.426 1.720
N -5.112 -2.750 -0.937
H -3.467 -2.857 1.512
H -2.715 -3.416 0.116
H -3.335 -4.553 1.298
H -5.162 -4.708 -0.255
H -5.898 -2.343 1.470
H -5.763 -3.962 2.177
H -8.202 -2.392 2.074
H -8.151 -4.150 2.529
H -9.267 -3.535 1.282
H -5.381 -1.853 -0.535
H -5.914 -2.977 -1.518
C 1.048 0.533 -7.330
C 2.138 0.792 -6.295
O 1.566 0.640 -5.015
H 0.183 1.202 -7.313
H 0.627 -0.473 -7.286
H 1.481 0.652 -8.328
H 2.501 1.811 -6.455
H 2.869 0.014 -6.535
H 2.242 0.598 -4.322
C -3.077 3.843 5.035
C -1.694 3.297 4.755
O -1.376 3.532 3.386
H -3.848 3.476 4.354
H -3.137 4.931 4.974
H -3.395 3.591 6.054
H -1.627 2.223 4.949
H -0.994 3.784 5.434
H -1.864 2.887 2.852
C 3.021 5.330 -3.278
C 3.634 4.462 -4.370
O 2.895 4.663 -5.571
H 1.947 5.153 -3.294
H 3.175 6.403 -3.389
H 3.367 5.008 -2.290
H 3.514 3.417 -4.063
H 4.659 4.739 -4.613
H 2.012 4.226 -5.503
C 3.362 -1.439 -2.748
C 4.394 -0.400 -3.069
O 3.846 0.902 -3.256
H 2.677 -1.037 -1.999
H 3.902 -2.332 -2.441
H 2.723 -1.683 -3.597
H 4.952 -0.688 -3.973
H 5.200 -0.351 -2.325
H 4.466 1.575 -2.974
C 1.642 -5.805 -1.783
C 1.760 -4.735 -2.841
O 1.264 -3.499 -2.443
H 0.640 -6.241 -1.741
H 1.878 -5.403 -0.795
H 2.292 -6.666 -1.956
H 1.292 -5.170 -3.741
H 2.793 -4.618 -3.189
H 0.321 -3.350 -2.603
```

Calculated values
Kohn-Sham gap = 9.0814 eV
Energy relative to the best compared isomer or geometry (same formula, charge and spin) = 97.6 kJ/mol
Total energy = -3375.950813 Ha

***

[4]
A molecular structure, C31H25BrMoN5O2S3. Source: OMol25; level of theory: ωB97M-V/def2-TZVPD.

```
68
Properties=species:S:1:pos:R:3
Mo 0.713 0.909 -0.041
C 1.208 -0.112 3.126
O 0.602 -0.469 1.865
C 0.299 -1.828 1.721
C 0.556 -2.800 2.666
C 0.102 -4.096 2.426
Br 0.414 -5.426 3.723
C -0.572 -4.414 1.262
C -0.800 -3.434 0.292
C -0.355 -2.149 0.547
O -0.614 -1.079 -0.332
C -1.558 -3.797 -0.905
N -2.533 -4.655 -0.869
C -3.009 -4.750 -2.154
C -4.032 -5.549 -2.670
C -4.260 -5.492 -4.029
C -3.504 -4.659 -4.865
C -2.493 -3.853 -4.373
C -2.273 -3.899 -3.004
N -1.364 -3.265 -2.171
H 2.177 -0.598 3.235
H 0.549 -0.399 3.943
H 1.343 0.962 3.133
H 1.075 -2.600 3.591
H -0.934 -5.415 1.076
H -1.421 -1.301 -0.831
H -4.616 -6.177 -2.011
H -5.033 -6.110 -4.465
H -3.713 -4.646 -5.926
H -1.891 -3.248 -5.041
H -0.523 -2.822 -2.499
C -1.574 0.341 -3.032
C -1.079 1.714 -2.724
N -0.195 2.013 -1.783
C 0.143 3.369 -1.814
C -0.523 4.088 -2.743
S -1.569 3.071 -3.638
C 1.228 3.705 -0.895
C 1.596 4.909 -0.400
S 2.630 5.041 0.979
C 2.427 3.314 1.663
N 1.789 2.519 -0.501
C 3.333 3.191 2.903
H -0.958 -0.396 -2.522
H -1.501 0.153 -4.103
H -2.624 0.222 -2.758
H -0.439 5.140 -2.966
H 1.219 5.844 -0.796
H 3.717 4.162 3.216
H 4.191 2.552 2.702
H 2.794 2.768 3.749
S 4.590 2.716 -0.011
C 4.950 1.106 0.273
C 3.874 0.261 0.604
C 2.676 0.918 0.634
C 2.812 2.392 0.475
C 0.945 3.172 2.021
C 0.425 3.997 3.009
C -0.911 3.917 3.366
C -1.725 2.985 2.731
C -1.160 2.177 1.777
N 0.139 2.266 1.412
H 5.975 0.769 0.155
H 4.016 -0.806 0.721
H 1.078 4.708 3.496
H -1.312 4.575 4.126
H -2.772 2.884 2.982
H -1.746 1.414 1.275
```

Calculated values
Kohn-Sham gap (spin up / spin down) = 3.9134 / 3.3049 eV
Multiplicity = 3
Energy relative to the best compared isomer or geometry (same formula, charge and spin) = 150.2 kJ/mol
⟨S²⟩ = 2.040
Total energy = -5456.326758 Ha
Total charge = +3

***

[5]
2 unconnected molecules or ions with the total composition C2H10N. Source: OMol25; level of theory: ωB97M-V/def2-TZVPD.

```
13
Properties=species:S:1:pos:R:3
N 2.003 0.077 0.166
H 2.527 -0.710 -0.225
H 2.494 0.966 0.163
H 1.689 -0.182 1.108
H 1.136 0.096 -0.398
C -1.129 0.491 0.503
C -1.235 -0.573 -0.608
H -0.755 1.389 -0.002
H -2.137 0.680 0.863
H -0.514 0.173 1.340
H -1.242 -1.636 -0.372
H -0.611 -0.300 -1.466
H -2.226 -0.471 -1.072
```

Calculated values
Kohn-Sham gap = 11.5442 eV
Energy relative to the best compared isomer or geometry (same formula, charge and spin) = 33.0 kJ/mol
Total energy = -136.673408 Ha
Total charge = +1

***

[6]
2 unconnected molecules or ions with the total composition C7H15P. Source: OMol25; level of theory: ωB97M-V/def2-TZVPD.

```
23
Properties=species:S:1:pos:R:3
C -1.616 0.533 -1.187
C -0.696 0.226 -0.380
C 1.400 -0.293 -1.392
C 1.319 0.003 1.177
C 0.813 2.085 -0.234
C -1.093 -2.028 0.695
C 0.791 0.531 -0.154
P -2.847 -1.778 0.371
H -1.700 1.482 -1.762
H -2.463 -0.065 -1.183
H 2.502 -0.303 -1.333
H 1.039 -1.294 -1.221
H 1.077 -0.021 -2.372
H 1.403 -1.202 1.111
H 2.212 0.412 1.599
H 0.506 0.399 1.942
H 0.219 2.741 0.366
H 0.553 2.283 -1.296
H 1.845 2.364 -0.072
H -0.657 -1.587 1.558
H -0.363 -2.202 -0.122
H -3.063 -1.107 1.667
H -3.327 -3.064 0.943
```

Calculated values
Kohn-Sham gap (spin up / spin down) = 8.0653 / 8.3153 eV
Energy relative to the best compared isomer or geometry (same formula, charge and spin) = 445.0 kJ/mol
Total energy = -616.838490 Ha

***

[7]
A molecular structure, C7H18ClHoIO2PS. Source: OMol25; level of theory: ωB97M-V/def2-TZVPD.

```
32
Properties=species:S:1:pos:R:3
C 0.064 -4.752 -2.738
I 0.597 -2.995 -1.510
H -1.021 -4.879 -2.695
H 0.564 -5.644 -2.347
H 0.385 -4.571 -3.769
Ho -0.485 -0.173 0.465
P -0.179 1.657 -1.520
C 1.343 1.985 -2.443
C -1.374 1.012 -2.775
H -1.818 3.174 -0.563
H -1.016 3.919 -1.998
H -0.169 3.807 -0.411
C -0.865 3.305 -1.094
H -2.341 0.823 -2.288
H -1.501 1.739 -3.595
H 1.151 2.656 -3.300
H 1.760 1.035 -2.794
H -1.001 0.055 -3.166
H 2.069 2.443 -1.765
C 2.133 -0.033 0.081
O 3.252 -0.239 0.010
Cl -2.796 0.602 0.722
C 0.396 -1.675 4.606
S -0.739 -0.832 3.505
C -0.095 0.879 3.660
O -0.074 -1.383 2.169
H 0.127 -1.394 5.641
H 1.411 -1.409 4.329
H 0.209 -2.749 4.432
H 0.973 0.885 3.461
H -0.656 1.558 2.986
H -0.303 1.194 4.704
```

Calculated values
Kohn-Sham gap (spin up / spin down) = 8.1756 / 8.2864 eV
Multiplicity = 5
Energy relative to the best compared isomer or geometry (same formula, charge and spin) = 0.0 kJ/mol
⟨S²⟩ = 6.004
Total energy = -2872.966926 Ha
Total charge = +2

***

Calculated max |F| (eV Å⁻¹), listed in the same order as above: 1.380, 1.820, 1.967, 1.316, 1.522, 4.995, 3.547